1.
This record from OMol25 describes a structure of composition C36H48NO5OsP2S2 in a non-equilibrium geometry. The level of theory is ωB97M-V/def2-TZVPD.

Each line ends with the Löwdin charge.
CARTESIAN COORDINATES (ANGSTROEM)
H 2.032 -3.500 -2.931  0.104
C -2.700 2.591 -2.854  -0.005
C 0.857 -1.120 6.686  -0.040
H -3.530 7.689 -2.770  0.141
H -0.163 -2.089 -5.369  0.092
C 0.996 -1.098 5.187  -0.258
C -0.685 2.332 2.426  -0.509
H 4.761 -5.027 -2.207  0.091
H -2.344 2.329 3.868  0.070
H 3.837 -6.387 -1.580  0.082
C -3.450 3.553 -3.534  0.037
C 2.198 -1.707 3.167  -0.073
C -1.332 -2.530 -1.201  -0.481
H -0.269 -4.443 -1.405  0.072
C 1.452 -2.553 -1.095  -0.342
H 1.237 -0.194 7.124  0.088
C 1.618 -2.497 0.294  -0.288
C 1.462 -0.565 -3.947  -0.128
H -2.975 1.546 -2.919  0.118
H -3.399 2.021 1.439  0.076
H 4.401 3.680 0.974  0.086
C -3.057 4.859 -3.380  -0.205
H 1.351 -0.248 -4.986  0.092
P 0.123 -1.486 -1.665  0.984
H -4.534 0.673 1.455  0.091
H -1.274 3.721 3.940  0.091
H -2.860 -2.090 -2.685  0.078
C -3.493 0.946 1.270  -0.088
H -1.422 -4.119 -2.703  0.066
O 0.253 2.121 -0.842  -0.139
N 1.080 -1.366 0.948  -0.185
S 3.463 0.985 1.684  0.773
H -0.731 2.185 4.595  0.073
H -2.769 0.390 3.228  0.101
H 1.419 -1.945 7.120  0.081
H -3.810 -1.629 2.319  0.094
C -0.277 -2.365 -4.320  -0.083
H -0.629 -0.382 -3.558  0.111
H 2.211 -3.718 1.973  0.103
H 3.415 -5.348 0.637  0.123
H -1.254 -2.505 -0.112  0.082
C 3.462 1.292 0.071  -1.193
C -1.233 -3.996 -1.639  -0.072
C 2.934 -4.458 -1.254  -0.257
C 3.751 -5.419 -2.073  -0.036
H 1.182 2.714 1.373  0.028
C -2.800 -1.366 2.000  -0.086
O -1.793 6.569 -2.648  0.049
H -1.316 -2.640 -4.162  0.060
H -2.096 -1.964 2.581  0.080
C 0.139 -1.160 -3.470  -0.482
C -2.681 -1.933 -1.620  -0.098
H -2.704 -1.634 0.950  0.040
C 2.905 -4.533 0.139  -0.011
C 0.167 -0.461 2.999  -0.299
C -1.303 2.641 3.787  -0.089
H 1.756 0.301 -3.367  -0.006
C 2.137 -3.495 -1.854  -0.043
H -2.000 -4.561 -1.104  0.094
C -2.888 7.086 -3.411  -0.096
H 1.387 2.292 3.071  0.054
H -3.484 -2.434 -1.076  0.090
H -1.253 2.848 1.643  0.105
H -0.774 0.053 4.856  0.111
C 0.754 2.830 2.366  -0.134
O -3.631 5.964 -3.910  0.057
P -0.815 0.568 1.892  1.026
C 2.102 -1.651 4.548  -0.009
H 5.695 2.469 0.875  0.078
C -1.191 4.292 -1.967  0.092
C 5.007 3.082 0.297  -0.078
C -1.600 2.950 -2.087  -0.133
H -0.187 -1.221 6.981  0.082
H -2.511 7.673 -4.245  0.142
H -4.299 3.290 -4.148  0.128
H 0.341 -3.243 -4.139  0.072
C 0.058 -0.460 4.386  -0.034
H -3.268 0.749 0.224  0.055
H 3.320 -5.567 -3.062  0.080
O -1.297 0.735 -1.155  -0.215
H 0.783 3.892 2.619  0.093
O 4.157 2.252 -0.516  -0.205
Os 0.467 0.162 -0.106  1.105
C -0.865 1.912 -1.363  -0.590
C 2.246 -3.590 0.906  0.000
H -0.318 4.563 -1.392  0.139
S 2.611 0.337 -1.131  0.710
H 5.543 3.712 -0.405  0.097
H 2.915 -2.049 5.144  0.125
H 3.101 -2.084 2.715  0.110
C 1.175 -1.203 2.372  -0.325
H 2.274 -1.293 -3.897  0.081
C -2.577 0.130 2.184  -0.509
C -1.952 5.218 -2.620  -0.198
H -2.745 -0.869 -1.425  0.040

Results
F_max   1.42 eV/A
Net charge   +1
Highest occupied orbital energy (alpha / beta)   -10.1 / -10.1 eV
Orbital gap (alpha / beta)   6.45 / 6.46 eV
Lowest unoccupied orbital energy (alpha / beta)   -3.61 / -3.60 eV

***

2.
This record from OMol25 describes a structure of composition C36H49As3BCl3F4N4O2PSn in a non-equilibrium geometry. The level of theory is ωB97M-V/def2-TZVPD.

Each line ends with the Löwdin charge.
CARTESIAN COORDINATES (ANGSTROEM)
N -1.398 2.108 4.260  -0.298
Cl 4.349 -2.335 -3.531  0.673
C -1.460 -3.924 -5.617  -0.019
H 7.502 1.590 -3.128  0.120
H 5.460 -0.707 4.401  0.118
C 3.721 6.734 1.036  -0.043
H 2.046 8.070 1.051  0.122
H -4.043 -2.345 -1.500  0.048
C -3.507 -3.203 -1.104  -0.171
H -1.167 -5.434 -1.532  0.069
C 7.220 1.741 -1.012  -0.045
C -2.137 2.608 5.422  -0.078
As -1.278 -0.540 -2.437  1.279
C -1.254 -1.794 -3.876  -0.437
H -5.210 -0.012 2.965  0.100
H -2.897 1.348 -2.077  0.048
H 0.362 6.269 1.070  0.110
H 0.266 -4.592 -0.845  0.035
C -1.114 -1.559 -5.239  -0.050
C 4.548 2.258 -1.622  -0.094
H 0.546 1.994 3.461  0.026
C 2.365 7.037 1.053  -0.040
H -2.788 -1.405 4.045  0.084
C 0.095 0.784 -2.731  -0.225
H -0.266 1.397 -3.557  0.062
As -1.640 -3.077 -1.500  1.327
F -1.944 -1.062 0.533  -0.011
H 5.191 5.171 1.008  0.118
H -3.764 -0.084 -2.678  0.046
C 6.791 1.763 -2.330  -0.044
H -2.100 3.699 5.477  0.097
H -3.840 -4.128 -1.581  0.075
H -1.557 -4.753 -6.305  0.131
C -4.353 3.359 3.021  -0.082
C 4.134 5.412 1.040  -0.086
N -3.217 0.539 3.332  -0.284
H 8.261 1.554 -0.781  0.121
H -2.092 -0.097 5.002  0.081
H -2.745 0.869 -3.792  0.061
C 4.511 2.092 2.759  -0.332
C 1.817 4.695 1.084  -0.093
H -3.833 -0.433 5.088  0.101
H 6.649 1.969 1.047  0.109
H 5.725 3.386 5.633  0.121
C -1.484 -3.055 -3.401  -0.448
H -1.771 -5.152 -3.882  0.118
N 1.951 -1.146 -1.156  0.159
H -4.139 4.306 3.522  0.095
Cl 2.055 -4.072 -3.226  0.649
Sn 0.708 0.483 1.060  1.524
C 5.654 1.300 5.139  -0.039
F -0.803 -1.330 2.532  0.100
C 4.731 0.734 2.994  -0.100
F -0.031 -2.289 0.597  -0.044
O 2.374 1.614 0.855  -0.702
C 1.415 6.023 1.069  -0.058
C -1.206 -2.642 -6.103  -0.018
C -4.267 0.076 2.424  -0.075
H -1.081 -2.489 -7.167  0.130
H 4.454 7.529 1.015  0.123
H -3.636 -3.264 -0.027  0.050
C 5.437 2.649 4.896  -0.045
H 3.513 2.480 -1.851  0.103
C 6.316 1.976 0.016  -0.075
C 4.850 3.053 3.705  -0.074
H 1.037 0.303 -2.971  0.025
H -4.013 -0.903 2.014  0.075
F -1.963 -3.105 1.565  0.147
C -2.858 0.509 -2.769  -0.199
H -3.640 3.771 0.440  0.089
H 0.218 1.405 -1.847  0.015
H -0.937 -0.564 -5.630  0.120
C 5.457 2.020 -2.637  -0.064
C -1.590 -4.151 -4.253  -0.063
H -4.675 2.630 3.759  0.075
H 4.472 -0.003 2.243  0.108
H 1.084 3.899 1.101  0.080
Cl 4.113 -4.017 -1.181  0.691
C -2.817 3.729 1.158  -0.087
C -0.817 -4.667 -0.836  -0.159
C 0.028 2.405 4.323  -0.080
C 5.293 0.342 4.196  -0.052
N -3.189 2.870 2.280  -0.299
H -4.399 0.780 1.605  0.082
H -5.177 3.529 2.326  0.096
H 5.137 2.056 -3.670  0.113
H 6.108 0.991 6.071  0.122
H 4.659 4.103 3.519  0.104
As 3.765 2.600 1.097  1.287
H -3.176 2.293 5.383  0.074
B -1.214 -1.961 1.370  -1.410
P -2.187 1.716 2.875  0.565
H -1.177 -4.837 0.175  0.061
C -2.962 -0.399 4.430  -0.068
H 0.454 1.955 5.221  0.099
O -1.147 1.448 1.789  -0.501
H 0.217 3.482 4.361  0.097
C 2.521 -1.990 -1.684  -0.351
H -1.935 3.336 0.663  0.054
C 3.251 -3.075 -2.376  -1.630
H -2.613 4.751 1.491  0.090
C 4.984 2.226 -0.298  -0.314
C 3.176 4.400 1.074  -0.317
H -1.695 2.207 6.335  0.098

Results
F_max   1.20 eV/A
Net charge   +3
Relative energy (zero: lowest compared OMol25 entry of this formula, charge and spin)   154.8 kJ/mol
Highest occupied orbital energy   -15.2 eV
Orbital gap   5.00 eV
Lowest unoccupied orbital energy   -10.20 eV

***

> The highest net charge belongs to which entry?

C36H49As3BCl3F4N4O2PSn